105
Properties=species:S:1:pos:R:3 method="wB97M-V/def2-TZVPD" multiplicity=1 e_above_lowest_kj_mol=0.00 total_charge=-1 e_homo_ev=-2.968
H 3.47241 3.60372 -1.61126
H 1.46107 -3.57987 2.97653
H 2.84864 5.72448 1.29071
C 1.75726 -3.43066 1.95127
N -0.05742 2.36667 0.33763
C 6.18784 -0.49619 0.02131
C 1.40003 -3.60890 -0.38993
H 2.07303 2.47274 2.21248
C -2.46620 -3.01974 1.19352
N 4.84327 -2.33701 0.15901
H -3.08985 -3.86278 1.37672
H 8.24467 -1.82527 2.11813
C 0.98887 -3.82551 0.89452
C 2.62912 3.49967 -2.25624
C 0.33102 3.65216 0.41501
C 1.88300 5.44309 0.92680
C 6.53861 -1.17375 1.12484
H -5.17744 0.59144 2.16070
C -5.33326 -0.46993 2.08042
C 6.23345 -3.59539 1.71636
C -1.18978 -1.63759 -0.35426
Pb 1.20025 0.73852 0.33943
C 5.05556 -1.17361 -0.61241
H -0.25692 1.53023 -6.09785
C -1.81693 -0.72142 -4.06059
C 2.54899 3.14791 1.51501
C -7.33871 -0.78072 -0.95489
O -6.66422 -0.18023 0.17156
C -2.13131 -2.67570 -0.08760
C 0.37253 0.63250 -5.94818
H -8.20360 -1.34374 -0.61467
C -0.39113 -1.08020 4.30111
C -0.26464 6.01761 0.06362
C -1.40543 0.92023 -2.38417
N 5.70752 -2.29189 1.29632
H -0.10178 5.19667 -3.33591
H -4.50789 -0.36182 -1.95867
H 1.21443 7.46637 0.59763
C -2.12601 -2.66161 3.64814
C -4.83521 -2.64912 2.96998
C -3.07941 -0.95400 -3.51144
P 0.75222 0.35210 -4.13039
H 8.04676 -0.03579 2.04308
C -2.66715 0.67707 -1.86509
H -2.65887 5.20099 -0.45549
N -3.06097 -3.60130 4.16866
C -0.11299 -0.67754 2.97454
H 0.20226 -0.65998 5.08160
C 7.57902 -0.97304 2.17995
C 0.96414 6.41232 0.55508
C -4.66471 -1.26895 2.96815
H -7.63569 0.04373 -1.59446
H 7.10822 -0.94138 3.14533
H -2.47930 3.71240 0.42199
H -0.63291 2.98154 -4.30515
H 1.28087 0.83772 -6.50482
C 0.27435 3.10853 -3.71236
C 1.75811 4.54880 -2.45653
H -5.94390 -4.28545 2.11330
H 6.96002 -4.05390 1.03910
C 0.59440 4.38037 -3.23832
C -5.74360 -3.20653 2.08653
H 2.96087 -2.97912 -1.66401
O 4.30417 -0.78494 -1.48257
H 6.72020 -3.51261 2.69375
C 1.57623 4.10495 0.89851
H 0.74673 -3.83712 -1.25575
H 3.00502 1.40390 -2.64627
C 1.15930 2.02110 -3.55399
C 3.47451 -2.74121 0.40682
H 3.07969 2.50874 0.77840
O 0.86865 0.09224 2.70527
H 3.32162 3.77283 2.01157
H 3.65479 -2.58327 2.49585
H -0.07946 -0.24647 -6.42750
H -0.85146 -1.40758 -1.36236
H -2.08321 3.71400 -1.30525
C -2.02496 4.31386 -0.37517
H -4.02555 -0.81830 3.67974
H -6.98657 -2.91846 0.38515
H -2.57921 -3.23640 -0.89129
C -0.60173 4.66771 -0.00206
H 1.95074 5.49334 -1.96117
C 2.35866 2.25142 -2.86577
N -4.27905 -3.61096 3.85988
C -6.12898 -1.05402 1.09542
H 0.02209 -4.29812 1.03288
C 3.00484 -2.85967 1.70019
H 6.66408 0.39854 -0.34602
H -3.70044 -1.71512 -3.95656
C 2.66646 -3.12616 -0.66167
C -3.49716 -0.27631 -2.38397
H -0.77495 1.66958 -1.86792
C -6.37420 -2.41084 1.12458
H -1.47864 -2.35902 5.62478
H -6.65227 -1.46827 -1.45476
H -2.94458 1.31671 -1.01038
H -1.00376 6.77145 -0.20704
N -0.62768 -1.01431 0.66066
H 5.36172 -4.23950 1.89828
C -0.92943 -1.32240 1.94844
C -1.35573 -2.04796 4.59765
H -1.54755 -1.33657 -4.89313
C -0.94622 0.22561 -3.51007
C -1.90221 -2.34032 2.29147

***

39
Properties=species:S:1:pos:R:3 method="wB97M-V/def2-TZVPD" multiplicity=1 total_charge=-1 e_homo_ev=-3.317
C -0.79583 -2.67096 3.89033
O -2.17024 -1.94828 1.89679
O -0.01714 1.26909 3.52696
O -3.97884 4.26169 -1.77068
N -5.10087 -2.14106 -2.23208
O -0.27671 1.54599 -5.96202
C 1.68227 2.15936 4.93953
H -0.75303 -3.34460 3.02451
O -0.69149 -1.29444 3.47044
C -3.93052 1.17978 -2.40969
C -1.50653 0.32341 1.93579
H 2.11766 3.08730 5.31130
C -0.84948 1.51371 2.49634
C -1.98485 0.88663 -4.48857
H 0.33779 -2.33089 5.70138
H 1.36515 1.55629 5.79290
C -2.74947 -0.20615 -4.04953
C -3.71642 -0.07439 -3.02119
H -2.59554 -1.18100 -4.51444
C -3.19194 2.27015 -2.87178
H 2.45537 1.61377 4.39304
C -2.21943 2.17708 -3.87997
H -4.66061 1.33202 -1.61390
H 0.30154 -4.00378 5.11387
C -4.48028 -1.21635 -2.58788
N -1.71037 3.39716 -4.22009
N -3.30249 3.62076 -2.55322
N -1.06272 0.66088 -5.57678
Cl -2.32932 0.56606 0.51912
C 0.53852 2.50265 4.02889
H 0.90273 3.12741 3.20257
O -2.37073 4.28346 -3.41798
O -1.03332 2.64022 2.05009
O -1.09766 -0.47956 -6.10630
H -0.24764 3.05597 4.56566
C -1.50112 -1.06548 2.41921
H -1.76176 -2.81509 4.39884
C 0.35614 -2.95885 4.80832
H 1.30474 -2.80198 4.28912

***

82
Properties=species:S:1:pos:R:3 method="wB97M-V/def2-TZVPD" multiplicity=1 total_charge=0 e_homo_ev=-9.872
H 0.51394 7.21868 -5.11227
C 2.37728 -0.66805 -1.91769
H -8.27568 -0.27580 -2.86636
H 1.44896 -6.95060 -8.20215
C 4.04560 -1.73338 -0.67850
C 0.92303 -0.45125 0.22607
H 2.63035 -5.04868 6.64396
H 1.91197 -1.27288 -2.69600
H 1.63166 0.24888 0.66852
C -1.67530 -1.60013 8.04604
O -0.79719 -2.67163 7.88937
Br -5.51794 -3.49681 4.05391
H 13.39752 -3.26562 -3.77296
C 1.28279 8.44527 -3.46551
O 5.11698 -2.16939 -0.42025
H 3.26642 7.56965 3.97735
Br 4.01950 -6.56444 -6.45172
C -12.55302 0.97067 -4.51358
H -2.62386 -1.95439 8.44957
Br 13.89969 -1.35144 -5.07040
H 13.37001 -3.88354 -5.39752
C -6.44471 -5.15105 4.59253
C 13.05496 -3.04029 -4.78289
Br 10.94537 -2.25329 -6.61841
C 11.51092 -2.86581 -4.79098
Br 2.83602 9.10855 -4.51421
C 2.29455 -4.02716 6.82237
C 2.95957 -5.38020 -7.68467
H -1.30611 -0.85342 8.74906
H -13.22586 1.81193 -4.34724
C 0.41800 -2.57399 7.26875
C 0.82836 7.06697 -4.07969
H 2.85075 -3.66719 7.68791
C 1.21183 5.62810 4.97076
H 1.00489 -5.26372 -8.46258
H 1.28852 -2.20160 -1.01961
H 3.05534 -4.35810 -7.31829
H -12.74434 0.12324 -3.85527
Br -0.66947 6.27062 -3.08727
Br -7.10802 -7.16417 6.43445
C -10.32674 0.67818 -3.80777
H -1.86838 -1.18486 7.05692
H -6.12598 -5.81492 3.78892
O 0.23051 6.83976 3.25238
H 0.54798 9.25032 -3.46132
H -0.08297 -0.11165 -0.02034
H -4.89338 -6.12643 5.83774
O 3.80986 -0.90647 -1.73725
H -12.80193 0.71211 -5.54280
H -5.73475 -5.00037 6.59730
H 11.25892 -1.99110 -4.19140
H 0.77955 -0.97613 1.17053
O -1.91787 6.00895 3.64678
O 1.01320 -1.50953 7.09710
O 0.87490 -3.83072 6.98505
Br 0.72317 -5.86098 -6.05952
O -9.23271 1.39343 -3.73209
C 1.86076 -1.35111 -0.64905
H 10.79037 -3.65329 -4.57011
H 3.46517 -5.30785 -8.64760
H 1.65819 8.27221 -2.45693
O -0.12956 5.37767 4.91999
H 2.72836 -3.48924 5.97943
C -8.08146 0.78070 -3.05130
O -10.51897 -0.47645 -3.41001
H 2.08929 5.96301 3.01810
O -11.21624 1.46450 -4.32680
C -0.74657 6.08860 3.89434
H 1.64345 6.06471 5.87140
C 2.21044 7.83286 3.91644
H 2.13680 0.39206 -1.99785
H -7.46946 -4.81194 4.44090
C 1.59887 -5.93331 -7.84055
H 1.71414 4.67752 4.79137
O 2.97585 -1.89448 0.04935
H -8.04095 1.29157 -2.08929
C 1.49738 6.49435 3.76334
H -7.19814 0.96064 -3.66404
H 2.01870 8.53426 3.10441
C -5.92260 -5.76762 5.84621
H 1.90677 8.28934 4.85850
H 1.62306 6.32700 -3.98477

***

14
Properties=species:S:1:pos:R:3 method="wB97M-V/def2-TZVPD" multiplicity=1 e_above_lowest_kj_mol=47.07 total_charge=0 e_homo_ev=-9.550
N -0.90497 -0.55502 -2.42097
H 0.08611 2.03432 0.95605
C 0.93109 -1.18875 -1.00372
H 0.39620 0.13651 2.64574
H -1.25743 0.21413 2.00428
C 0.27950 0.99824 0.66221
C -0.21012 0.03122 1.73962
N -0.33501 0.80885 -0.64230
C -0.16379 -0.30297 -1.41290
N 1.73812 -1.96947 -0.72526
H 1.36402 0.90800 0.54466
H -1.18897 1.30065 -0.85831
H -0.12074 -1.00961 1.40520
H -0.61401 -1.40609 -2.89429

***

Q: What is the multiplicity in the fourth record?
A: 1